(1)
This record from the Open Molecules 2025 dataset describes C2H4N2O in the gas phase. The level of theory is the ωB97M-V functional and the def2-TZVPD basis.

The geometry in XYZ format:
```
9
Properties=species:S:1:pos:R:3:lowdin_charge:R:1
O 0.3310 -1.5487 0.4391 0.02
N 1.9085 1.3969 -0.2920 0.16
N -1.1012 0.4749 0.1755 0.05
C 0.1402 -0.4835 -0.4164 -0.34
C 1.2265 0.4871 -0.3233 -0.22
H -0.0238 -0.5589 -1.5386 0.16
H -1.1838 0.5624 1.1769 0.05
H -1.0138 1.3297 -0.3436 0.04
H -0.2837 -1.6600 1.1225 0.07
```

SMILES: N#C[C@H](N)O
Lowest unoccupied orbital energy: 0.64 eV
2S+1: 1
HOMO-LUMO gap: 10.693 eV
E_HOMO: -10.05 eV

***

(2)
This record from the Open Molecules 2025 dataset describes a molecular structure, C25H34ClN5O3Tb. The level of theory is the ωB97M-V functional and the def2-TZVPD basis.

The geometry in XYZ format:
```
69
Properties=species:S:1:pos:R:3:mulliken_spin:R:1
Tb 8.7791 11.8907 13.2734 5.93
Cl 14.5951 6.8355 13.8942 0.00
O 10.9648 11.3679 13.2130 0.02
O 8.8277 9.5824 13.4148 0.02
O 8.3954 11.7538 11.1110 0.02
N 8.4556 12.8926 9.1659 0.00
N 9.8828 13.4367 15.0457 0.00
N 6.3898 11.2316 13.5015 0.00
N 8.2020 11.1319 15.7370 0.00
N 8.4106 10.5256 9.2343 0.00
C 7.6953 17.4026 14.4891 0.00
C 8.5896 10.3970 7.7728 0.00
C 8.7137 14.1187 9.8269 0.00
C 11.1906 8.9589 13.4661 0.00
C 5.9144 11.7010 14.8221 0.01
C 13.9730 9.3945 13.3782 0.00
C 9.2071 13.3308 16.3629 0.00
C 8.6603 19.5469 13.9254 0.00
C 8.0892 16.9349 13.2228 0.00
C 8.0232 9.3335 9.9861 0.00
C 8.4705 11.7103 9.8575 0.00
C 9.8073 8.7083 13.4577 0.00
C 8.5431 12.8997 7.7044 0.00
C 6.7731 11.1934 15.9941 0.00
C 7.9561 18.7084 14.8379 0.00
C 13.1431 10.4710 13.2114 0.00
C 12.0686 7.8757 13.6459 0.00
C 8.1520 15.5413 12.9756 -0.02
C 9.0006 11.8707 16.7641 0.00
C 8.9328 19.1149 12.6140 0.00
C 8.2278 14.3060 12.9996 0.02
C 8.0491 11.6202 7.0444 0.00
C 8.6352 17.8062 12.2627 0.00
C 11.7470 10.2990 13.2852 0.00
C 13.4760 8.1169 13.6012 0.00
H 8.4796 10.1448 15.7583 0.00
H 5.8459 12.7907 14.8385 0.00
H 9.7826 14.3810 9.8270 0.00
H 5.7735 11.5332 12.7520 0.00
H 9.5593 7.6441 13.4995 0.00
H 8.3768 11.6100 6.0210 0.00
H 9.6194 13.0658 7.4443 0.00
H 7.7082 19.1238 15.8121 0.00
H 6.3828 10.2086 13.4261 0.00
H 9.7392 14.3980 14.7018 0.00
H 13.4697 11.4830 12.9540 0.00
H 4.8925 11.3593 15.0839 0.00
H 8.9833 20.5269 14.2588 0.00
H 7.2362 16.6931 15.1911 0.00
H 8.2616 13.8715 16.3522 0.00
H 7.6185 9.6591 10.9443 0.00
H 8.5011 11.8650 17.7356 0.00
H 9.8055 13.7928 17.1732 0.00
H 7.9975 13.7894 7.3665 0.00
H 15.0678 9.5114 13.3796 0.00
H 8.8740 8.6742 10.1909 0.00
H 6.3235 10.2181 16.3067 0.00
H 7.2091 8.8219 9.4797 0.00
H 8.2219 14.9175 9.2859 0.00
H 6.9493 11.5622 7.0691 0.00
H 9.3264 19.7920 11.9085 0.00
H 10.0029 11.3940 16.8964 0.00
H 8.8860 17.4297 11.2844 0.00
H 11.6913 6.8596 13.7228 0.00
H 8.3672 14.1233 10.8719 0.00
H 10.9122 13.2650 15.1233 0.00
H 8.0729 9.4720 7.4840 0.00
H 6.5979 11.8681 16.8428 0.00
H 9.6772 10.3814 7.5732 0.00
```

Lowest unoccupied orbital energy (spin up / spin down): -3.26 / -3.27 eV
2S+1: 7
HOMO-LUMO gap (spin up / spin down): 6.570 / 6.573 eV
Total charge: +1
E_HOMO (spin up / spin down): -9.83 / -9.84 eV

***

(3)
This record from the Open Molecules 2025 dataset describes 2 unconnected molecules or ions with the total composition C2HClO2. The level of theory is the ωB97M-V functional and the def2-TZVPD basis.

The geometry in XYZ format:
```
6
Properties=species:S:1:pos:R:3:mulliken_spin:R:1
Cl -1.2803 2.3586 0.1225 0.25
O 2.3250 1.1140 0.1298 0.01
O 2.6542 -0.8108 -1.0935 0.00
C 2.4482 0.1629 -0.5226 0.00
C -0.6604 0.8974 -0.3616 1.64
H -1.1766 0.0472 0.1457 0.10
```

Lowest unoccupied orbital energy (spin up / spin down): 0.66 / -1.41 eV
2S+1: 3
HOMO-LUMO gap (spin up / spin down): 9.298 / 10.965 eV
E_HOMO (spin up / spin down): -8.64 / -12.37 eV

***

(4)
This record from the Open Molecules 2025 dataset describes 2 unconnected molecules or ions with the total composition C4H9NO2. The level of theory is the ωB97M-V functional and the def2-TZVPD basis.

The geometry in XYZ format:
```
16
Properties=species:S:1:pos:R:3:lowdin_charge:R:1
O 1.4528 -0.1004 -1.7488 0.03
O -1.4900 0.2047 -2.1628 0.01
N -1.3148 -0.7400 -0.0852 0.01
C 0.0612 -1.0794 -0.2533 -0.20
C -1.9644 -0.1050 -1.0663 -0.35
C 0.6832 0.2397 -0.7379 -0.12
C 1.1457 1.0169 1.7303 -0.11
H -1.7276 -0.8876 0.8189 0.14
H 0.3623 1.1453 2.4726 -0.01
H 1.2892 0.5275 -2.4692 0.13
H 0.4975 1.2969 0.6816 0.07
H -2.9951 0.0787 -0.7519 0.13
H 0.1141 -1.8592 -1.0140 0.12
H 0.3437 -1.5317 0.6845 0.11
H 1.9145 1.7861 1.9124 0.01
H 1.6275 0.0076 1.9891 0.04
```

Lowest unoccupied orbital energy: 0.67 eV
2S+1: 1
HOMO-LUMO gap: 8.574 eV
E_HOMO: -7.91 eV

***

(5)
This record from the Open Molecules 2025 dataset describes 2 unconnected molecules or ions with the total composition C6H12N2. The level of theory is the ωB97M-V functional and the def2-TZVPD basis.

The geometry in XYZ format:
```
20
Properties=species:S:1:pos:R:3:lowdin_charge:R:1
N 1.3385 2.0482 0.5736 -0.01
N 1.5141 0.7747 0.4415 -0.24
C 1.7529 -1.4063 -0.8417 -0.10
C -0.7358 -1.2256 1.7541 0.00
C -1.3222 0.4122 -0.2870 -0.19
C 1.7861 0.0411 -0.6061 -0.23
C -2.6749 0.9793 -0.3816 -0.11
C -0.8885 -0.3635 0.7242 -0.12
H 1.8525 2.4934 -0.2890 0.06
H -3.0043 0.7061 -1.4361 0.09
H 1.2741 -2.0209 0.0209 0.10
H 1.0181 0.2159 1.1174 0.09
H 1.9384 0.7324 -1.5346 0.14
H -2.6579 2.1136 -0.2470 0.10
H -0.7892 -2.3749 1.8177 0.10
H -0.3420 -0.9287 2.6361 0.01
H -0.5926 0.6225 -1.0513 0.09
H -3.3808 0.5191 0.3884 0.10
H 2.7297 -1.7656 -1.0693 0.05
H 1.1838 -1.5732 -1.7302 0.06
```

Lowest unoccupied orbital energy: 0.89 eV
2S+1: 1
HOMO-LUMO gap: 8.175 eV
E_HOMO: -7.28 eV

***

(6)
This record from the Open Molecules 2025 dataset describes a molecular structure, C52H74N5O2PTi. The level of theory is the ωB97M-V functional and the def2-TZVPD basis.

The geometry in XYZ format:
```
135
Properties=species:S:1:pos:R:3:mulliken_spin:R:1
Ti 0.0853 -0.7346 1.2086 1.05
P 0.2096 1.2426 -0.6820 0.23
O 2.9317 -3.6511 1.6065 0.04
O -3.1134 -0.9610 3.8242 0.03
N 1.9213 0.3563 4.7290 0.00
N -1.7795 -0.3272 2.0322 0.01
N 1.4791 -2.2044 0.5115 -0.08
N -0.0681 -2.1012 2.5363 -0.02
N 1.3773 0.1200 2.6155 -0.08
C -2.6028 4.5153 -2.3826 0.00
C -2.1017 -1.0634 3.1309 0.05
C 5.0519 -1.4553 -0.1396 0.00
C -5.0249 2.0263 0.7175 0.00
C 3.0840 0.0638 4.0631 0.00
C -3.4270 -1.3265 -0.0892 -0.05
C 0.9189 0.3725 3.8304 0.11
C 1.0549 -3.7728 3.8050 -0.08
C 1.8580 2.9948 0.8533 0.02
C -2.8603 0.5017 1.5915 0.00
C -0.1059 -1.8498 -3.4577 0.00
C 1.9327 -2.9313 1.5776 0.11
C -2.2579 2.0507 -1.8568 0.03
C 4.2002 0.0293 -1.9756 0.00
C -1.0606 -2.0777 3.4446 0.14
C -4.7527 0.8074 0.1223 0.00
C 0.8515 -5.9039 0.1851 0.00
C -2.2786 4.5901 -0.8942 0.00
C 3.3097 3.3157 1.2425 0.00
C -0.2263 0.4714 -4.4982 0.00
C 1.9704 -2.7389 -0.7276 0.01
C -0.8637 2.5471 -1.4828 0.00
C -0.3709 -1.0366 -2.1949 -0.03
C -3.6765 0.0343 0.5389 -0.02
C 0.6489 0.1157 -2.1084 -0.13
C -3.3557 2.8322 4.5211 0.00
C -4.2514 2.4563 1.7809 0.00
C 3.0375 -2.1662 -1.4405 0.01
C 2.8303 -3.8815 -3.1283 0.00
C -1.0118 3.7812 -0.5706 0.02
C -1.0765 -2.9317 4.5275 -0.06
C 3.8030 -0.9764 -0.8936 -0.02
C -0.0038 -3.8029 4.7083 0.12
C 1.3494 -3.9062 -1.2191 -0.02
C 3.2993 4.1538 -1.1294 0.00
C -0.4858 -1.0315 -4.7007 0.00
C 0.9079 0.7244 -3.5049 0.00
C -1.2530 3.0098 3.1523 0.00
C -3.1893 1.6945 2.2560 0.00
C -2.9656 3.0698 -2.7624 0.00
C 4.1701 3.6200 0.0032 0.00
C 0.2646 -4.6239 -0.4306 0.04
C 0.9931 -2.9073 2.7304 0.07
C 2.7352 -0.0828 2.7592 0.06
C 3.4424 -2.7407 -2.6410 0.00
C 1.8007 -4.4605 -2.4091 0.00
C 2.2929 3.0900 -1.6082 0.00
C -0.9734 -4.9542 -1.2682 0.00
C 1.8226 2.1861 -0.4527 0.03
C -2.4511 2.1275 3.5085 0.01
C -4.1447 -2.4172 0.7200 0.00
C -3.8687 -1.4084 -1.5524 0.00
H -2.2177 1.0947 -2.3742 0.00
H 1.8200 0.2757 -3.9120 0.00
H -0.6431 3.2283 4.0337 0.00
H 3.3577 0.2763 -2.6265 0.00
H 3.9194 4.4668 -1.9715 0.00
H 4.6705 2.7114 -0.3394 0.00
H -1.3931 -0.6580 -2.2316 0.03
H -4.9520 -1.5245 -1.6238 0.00
H 1.4467 3.6047 -2.0673 0.00
H 3.7373 2.4717 1.7867 0.00
H -1.6684 -5.5560 -0.6795 0.00
H -1.9179 -2.9023 5.2060 0.00
H -0.0651 -3.9731 0.3808 0.06
H 1.3542 -5.3765 -2.7783 0.00
H 1.7632 -5.6775 0.7363 0.00
H -3.6138 3.8409 4.1943 0.00
H -2.0941 1.2198 3.9940 -0.01
H 0.0857 -1.3976 -5.5564 0.00
H -4.5062 3.3852 2.2754 0.00
H 1.5848 -0.3384 -1.7698 0.01
H 5.7527 -1.9144 -0.8404 0.00
H -4.2722 2.2623 4.6736 0.00
H -2.7013 2.8872 -3.8079 0.00
H 1.0937 1.7966 -3.4393 0.00
H -3.4138 -2.2750 -2.0358 0.00
H -3.5895 -0.5134 -2.1108 0.00
H 4.9514 4.3403 0.2511 0.00
H 3.1630 -4.3227 -4.0596 0.00
H 1.8212 0.5028 5.7178 0.00
H 2.7597 2.4760 -2.3807 0.00
H 4.5647 0.9491 -1.5155 0.00
H -0.1364 4.4261 -0.6825 0.00
H 3.1394 -0.4769 -0.1848 0.09
H 1.3025 3.9248 0.7221 0.00
H -2.1374 5.6274 -0.5834 0.00
H -1.5936 3.9598 2.7340 0.00
H -5.2254 -2.2764 0.6511 0.00
H -3.1260 4.1944 -0.3290 0.00
H -0.1054 0.5764 4.0896 -0.01
H 4.0359 -0.0153 4.5564 0.00
H -5.3923 0.4552 -0.6782 0.00
H -3.8985 -3.4099 0.3342 0.00
H 0.1366 -6.3698 0.8677 0.00
H -0.7153 -5.5225 -2.1628 0.00
H 1.9151 -4.4216 3.8981 0.00
H -0.2885 -1.6684 -1.3013 0.13
H 4.7825 -2.2032 0.6026 0.00
H 3.3168 4.1706 1.9235 0.00
H 2.5498 1.3732 -0.3372 -0.03
H 5.0075 -0.3616 -2.5965 0.00
H 3.3739 -0.3354 1.9314 0.00
H -2.8303 1.8963 -0.9455 0.00
H -0.6664 -2.7855 -3.4462 0.00
H 0.0063 -4.4966 5.5382 0.01
H 4.2686 -2.3056 -3.1898 0.00
H -3.8756 -2.3762 1.7722 0.00
H -1.7374 4.8548 -2.9600 0.00
H 0.9534 -2.1148 -3.4902 0.00
H -0.6328 2.5075 2.4108 0.03
H -0.3510 2.8312 -2.4065 0.00
H -1.1355 0.9654 -4.1493 0.00
H -1.0582 3.4641 0.4736 -0.01
H -5.8539 2.6317 0.3714 0.00
H -2.8398 2.9173 5.4793 0.00
H 1.0970 -6.6232 -0.5997 0.00
H -4.0451 2.9221 -2.6755 0.00
H 1.3857 2.4405 1.6571 0.00
H 5.5569 -0.6171 0.3518 0.00
H 0.0327 0.9342 -5.4526 0.00
H -2.3534 -1.5286 -0.0383 0.11
H 2.7683 5.0435 -0.7793 0.00
H -1.5423 -1.1843 -4.9352 0.00
H -3.4289 5.1855 -2.6263 0.00
H -1.4902 -4.0431 -1.5770 0.00
```

Lowest unoccupied orbital energy (spin up / spin down): 0.11 / 0.07 eV
2S+1: 3
HOMO-LUMO gap (spin up / spin down): 6.086 / 8.292 eV
E_HOMO (spin up / spin down): -5.98 / -8.22 eV

***

Values of ΔE to the lowest compared entry with this formula, charge and spin, in order: 45.0, 9.6, 0.0, 126.1, 129.9, 0.0, all in kcal per mole.
Values of calculated total energy, in order: -7164.52896, -75024.04824, -18704.14626, -9874.59238, -9391.21557, -99079.75158, all in eV.